1.
A molecular structure, C4H7ClIN, computed with ωB97M-V/def2-TZVPD.

The geometry in XYZ format:
```
14
Properties=species:S:1:pos:R:3:forces:R:3
C -0.150729 -0.824400 0.128570 1.836 3.094 -4.206
C 0.426248 1.285460 -1.486295 -1.334 1.454 -3.539
C -0.982637 -0.241433 2.218386 -0.207 -4.302 -0.510
C 0.766685 -0.082858 -1.433341 -0.977 -6.481 2.374
N -0.420770 0.067039 0.943056 0.645 -1.183 -0.354
Cl -0.537701 -2.467198 -0.062320 -0.063 -0.549 0.537
I 2.794599 -0.653071 -0.938418 -0.239 0.277 -0.232
H 0.073490 1.524797 -2.560893 0.560 -0.058 1.628
H -0.375293 1.424457 -0.827122 -1.242 0.665 0.941
H 1.203113 1.923579 -1.227143 1.347 1.275 0.429
H -0.164753 -0.735769 2.835161 -1.083 0.753 -0.423
H -1.839229 -1.075968 2.077675 1.552 2.108 0.705
H -1.262403 0.677734 2.586312 -1.156 1.537 1.546
H 0.469379 -0.822369 -2.253627 0.362 1.409 1.104
```
Forces are in eV/Å.

ΔE to the lowest compared entry with this formula, charge and spin	86.05	kJ/mol
multiplicity	1
total charge	0

2.
2 unconnected molecules or ions with the total composition C2H12Si3, computed with ωB97M-V/def2-TZVPD.

The geometry in XYZ format:
```
17
Properties=species:S:1:pos:R:3:forces:R:3
C 2.147644 0.746676 -2.134736 -0.839 0.065 0.748
C 0.427006 -2.296045 3.631961 0.526 2.449 1.700
Si -2.640812 1.411763 -0.083053 -2.027 0.676 0.499
Si 0.271522 0.717303 -2.549082 1.922 0.485 -2.264
Si -0.710554 0.229420 -0.514977 0.112 -0.499 0.281
H 2.284829 1.149675 -1.106628 0.485 -1.077 -0.444
H 2.471448 -0.247006 -2.446647 0.495 -0.074 1.129
H 2.675696 1.422237 -2.773303 0.044 0.608 -0.567
H -0.244279 -2.081623 4.455489 0.310 0.520 0.289
H 0.443542 -3.286766 3.572974 -0.754 -4.385 -1.218
H 0.179186 -1.737917 2.785799 -0.623 0.409 -1.512
H -3.699973 0.169601 -0.230428 1.217 1.410 0.256
H -3.274531 2.652362 -0.835743 0.697 -1.218 0.564
H -2.548528 1.861186 1.431024 -0.173 -0.553 -1.340
H 0.311980 -0.468089 -3.531670 -0.663 0.456 0.658
H 0.430340 1.922629 -3.486330 -1.267 -0.284 0.491
H 1.475483 -2.165406 3.815350 0.537 1.011 0.730
```
Forces are in eV/Å.

ΔE to the lowest compared entry with this formula, charge and spin	244.37	kJ/mol
multiplicity	1
total charge	0

3.
2 unconnected molecules or ions with the total composition CH6S2, computed with ωB97M-V/def2-TZVPD.

The geometry in XYZ format:
```
9
Properties=species:S:1:pos:R:3:forces:R:3
S 1.827681 -1.543715 1.331222 -0.176 -1.199 0.236
S 1.608691 0.413913 0.866812 -0.075 0.926 -0.420
H 1.090027 -1.547374 2.458661 0.270 0.154 -0.036
H 2.896213 0.593640 0.533402 -0.019 0.118 0.221
C -5.922250 1.830816 -3.838218 0.085 0.083 -0.095
H -4.866411 1.588214 -3.942298 -0.048 0.036 -0.690
H -6.407843 2.306630 -4.687199 0.608 0.197 -0.294
H -5.933556 2.538650 -3.012509 -0.593 -0.345 0.320
H -6.472066 0.900624 -3.730209 -0.053 0.028 0.760
```
Forces are in eV/Å.

SMILES string	SS.C
ΔE to the lowest compared entry with this formula, charge and spin	31.68	kJ/mol
multiplicity	1
total charge	0

4.
A molecular structure, C38H41AuN7O4Te, computed with ωB97M-V/def2-TZVPD.

The geometry in XYZ format:
```
92
Properties=species:S:1:pos:R:3:forces:R:3
Au -2.573739 -0.410223 -0.304078 0.041 0.115 -0.012
O -4.698534 0.669398 -0.432412 -0.178 -0.158 0.151
N -4.768097 1.916729 -0.387389 0.140 0.046 -0.130
N -3.975940 2.484029 0.465266 -0.031 -0.034 0.062
O -3.192096 1.847713 1.295859 0.056 0.005 0.008
C -3.969556 3.902514 0.471300 0.015 0.002 0.021
C -4.676759 4.649095 -0.471765 -0.007 -0.012 -0.014
C -4.635348 6.030615 -0.412572 0.002 0.002 0.004
C -3.890262 6.683709 0.564536 -0.001 -0.003 -0.002
C -3.179559 5.930675 1.486302 0.000 0.000 0.008
C -3.213383 4.543571 1.445270 -0.011 -0.004 0.000
H -5.231847 4.136094 -1.241795 0.015 -0.010 -0.007
H -5.183278 6.605815 -1.149619 0.002 0.000 -0.002
H -3.858486 7.766055 0.597144 0.001 0.001 0.000
H -2.586697 6.423384 2.247993 0.001 0.002 0.001
H -2.665697 3.930090 2.145084 0.006 -0.001 -0.004
C -0.236293 0.487840 2.704307 0.021 -0.010 -0.005
C -0.079163 -1.004759 2.619319 -0.013 -0.002 0.016
C 0.171156 -1.729288 3.779980 -0.020 0.004 -0.004
C 0.157096 -3.113047 3.782730 -0.003 -0.002 -0.009
C -0.169091 -3.782494 2.611214 -0.001 -0.005 0.010
C -0.402846 -3.095896 1.429157 0.022 0.008 0.003
C -0.875788 -3.838773 0.211571 0.004 -0.001 -0.003
C -0.276369 -1.686821 1.402572 0.024 -0.013 0.010
N -0.487794 -1.060804 0.171776 -0.019 0.001 -0.019
H -0.448468 0.778199 3.734903 0.018 0.001 0.003
H -1.068816 0.836694 2.086191 0.007 0.004 -0.008
H 0.666145 1.020711 2.398599 -0.024 0.005 -0.008
H 0.336413 -1.187529 4.705931 0.000 -0.003 0.001
H 0.339291 -3.663466 4.698105 0.000 0.000 -0.001
H -0.271038 -4.862531 2.614899 0.000 -0.001 0.001
H -0.962195 -4.904272 0.430330 -0.001 -0.001 0.001
H -0.209285 -3.709137 -0.641143 -0.007 -0.001 0.005
H -1.861896 -3.474178 -0.084578 -0.006 0.005 0.004
N -4.068037 -0.557829 2.612636 0.000 0.026 -0.075
C -4.151259 -1.738235 1.968215 0.125 0.039 0.069
O -3.591236 -1.906737 0.847131 -0.097 -0.026 -0.095
C -4.846960 -2.822525 2.591585 0.000 -0.003 0.002
C -5.485834 -2.632902 3.831371 0.011 -0.005 0.004
N -5.997070 -2.424196 4.851009 -0.008 0.003 -0.003
C -4.883501 -4.099292 1.990424 0.007 0.003 0.000
N -4.933282 -5.158680 1.528112 -0.001 0.001 0.001
H -4.610649 -0.430880 3.449614 0.012 0.000 -0.001
H -3.764768 0.275810 2.097985 -0.082 0.004 -0.013
C -0.541643 2.507244 -2.945878 -0.003 0.000 0.009
C -1.675752 1.647942 -2.371045 0.015 0.019 0.002
O -2.816509 1.837274 -2.808655 0.008 0.005 -0.003
N -1.328531 0.733742 -1.463583 -0.029 -0.055 -0.033
Te 0.544298 0.499720 -0.490663 0.050 0.000 0.049
C 2.474640 -0.320903 0.492207 -0.006 0.033 -0.034
C 3.217260 0.541422 1.314134 -0.010 0.002 0.006
C 2.846810 1.985893 1.593262 0.001 0.000 -0.012
C 4.405510 0.112372 1.908785 0.003 -0.007 -0.001
C 4.905307 -1.161505 1.703736 -0.001 0.007 0.002
C 6.162930 -1.629285 2.387394 0.001 0.000 0.001
C 4.187415 -2.004708 0.868381 -0.015 -0.006 0.015
C 2.995051 -1.606955 0.270738 0.005 -0.010 0.003
C 2.319635 -2.609616 -0.627752 -0.008 -0.011 0.021
C 1.472194 -0.050773 -2.362382 -0.005 0.002 -0.002
C 2.643778 0.624858 -2.721354 -0.015 0.013 -0.002
C 3.282611 1.698680 -1.876828 0.004 -0.004 0.009
C 3.275834 0.317355 -3.925674 -0.010 0.006 -0.007
C 2.776256 -0.645629 -4.784018 0.003 0.000 0.002
C 3.478549 -0.990575 -6.070607 0.001 -0.003 0.000
C 1.601081 -1.288109 -4.421887 -0.007 0.002 0.002
C 0.926801 -1.004535 -3.237535 0.002 0.014 -0.023
C -0.364882 -1.737466 -2.989298 -0.002 0.013 -0.004
H -0.983091 3.377011 -3.428988 0.001 0.004 0.006
H 0.022509 1.936655 -3.687155 -0.005 -0.005 -0.004
H 0.160601 2.839471 -2.175087 0.004 0.000 -0.006
H 1.894626 2.285557 1.163618 0.012 0.003 -0.009
H 3.614312 2.652986 1.189781 -0.001 0.002 -0.004
H 2.794631 2.165473 2.669733 0.000 -0.001 -0.002
H 4.951995 0.802880 2.548126 0.000 -0.001 0.000
H 6.800641 -0.786950 2.661207 -0.001 0.000 0.000
H 6.737712 -2.297850 1.743749 0.001 0.000 0.000
H 5.928824 -2.178339 3.303281 -0.001 0.000 -0.001
H 4.557321 -3.010124 0.680270 -0.001 -0.001 0.002
H 2.253083 -3.578885 -0.128889 0.021 -0.011 -0.004
H 2.886625 -2.738133 -1.554965 -0.017 0.013 -0.007
H 1.311447 -2.302326 -0.882702 0.006 -0.018 0.032
H 2.558245 2.238384 -1.266679 -0.012 0.011 0.004
H 3.778944 2.427849 -2.520023 0.011 -0.009 0.006
H 4.025068 1.272165 -1.199633 -0.006 -0.007 0.019
H 4.180431 0.856442 -4.193139 -0.001 0.000 -0.001
H 4.299747 -0.300166 -6.267104 -0.001 0.000 0.000
H 2.791274 -0.951321 -6.918049 0.000 0.000 0.000
H 3.892199 -2.001248 -6.032956 0.001 0.000 0.000
H 1.178929 -2.038267 -5.084788 0.000 0.000 -0.001
H -0.350809 -2.697080 -3.510483 -0.002 0.002 0.000
H -1.206746 -1.150374 -3.361599 -0.002 0.008 0.005
H -0.556344 -1.904497 -1.932069 -0.007 0.010 -0.007
```
Forces are in eV/Å.

ΔE to the lowest compared entry with this formula, charge and spin	13.68	kJ/mol
multiplicity	2
total charge	-2

Question: Look up the multiplicity of the second one.
Answer: 1

Question: Which of these has the lowest total charge?
Answer: C38H41AuN7O4Te

Question: What is the formula in the fourth record?
Answer: C38H41AuN7O4Te